No. 1
This record from the OMol25 dataset describes the molecule C8H10N2 at a distorted geometry. The level of theory is ωB97M-V/def2-TZVPD.

Properties
Relative energy (zero: lowest compared OMol25 entry of this formula, charge and spin) = 31.2 kcal per mole
Total charge = 0
LUMO level (alpha / beta) = 0.9526 / -2.4566 eV
Max |F| = 5.52 eV/Å
2S+1 = 3
HOMO-LUMO gap (alpha / beta) = 7.158 / 6.731 eV

Geometry (Å):
C: -1.448 1.184 0.674
C: -1.207 -0.217 1.097
C: -0.501 1.808 -0.037
C: 0.008 -0.914 0.713
C: 0.755 1.147 -0.353
C: 1.022 -0.197 0.027
C: 2.447 -0.647 -0.029
C: -1.507 -1.115 -1.181
N: 3.401 0.135 0.252
N: -1.255 -1.323 0.152
H: -2.245 1.718 1.053
H: -1.775 -0.544 1.963
H: -0.566 2.863 -0.203
H: 0.211 -1.721 1.410
H: 1.495 1.816 -0.840
H: 2.754 -1.709 -0.292
H: -0.773 -0.418 -1.752
H: -1.377 -2.140 -1.679
H: -2.561 -0.829 -1.382
H: 3.125 1.103 0.407

No. 2
This record from the OMol25 dataset describes the molecule C8H10N2O at a distorted geometry. The level of theory is ωB97M-V/def2-TZVPD.

Properties
Relative energy (zero: lowest compared OMol25 entry of this formula, charge and spin) = 67.6 kcal per mole
Total charge = 0
LUMO level = 0.7621 eV
Max |F| = 2.40 eV/Å
HOMO-LUMO gap = 8.969 eV

Geometry (Å):
C: -0.072 2.131 -0.177
C: 0.690 0.813 -0.068
C: 1.915 0.702 0.535
C: 2.667 -0.466 0.569
C: 2.148 -1.592 -0.126
C: 0.885 -1.500 -0.743
C: 0.139 -0.324 -0.696
N: -1.122 -0.416 -1.368
C: -2.304 -0.325 -0.821
N: -2.729 -0.272 0.500
O: -2.255 -1.090 1.514
H: -0.385 2.408 -1.245
H: 0.552 2.954 0.230
H: -1.013 2.000 0.392
H: 2.317 1.535 1.090
H: 3.659 -0.481 1.037
H: 2.657 -2.566 -0.056
H: 0.474 -2.375 -1.315
H: -3.132 -0.180 -1.533
H: -3.741 -0.110 0.567
H: -1.349 -0.844 1.715

No. 3
This record from the OMol25 dataset describes a cluster of 2 separate species, C8H10N2O2 in total. The level of theory is ωB97M-V/def2-TZVPD.

Properties
Relative energy (zero: lowest compared OMol25 entry of this formula, charge and spin) = 61.8 kcal per mole
Total charge = 0
LUMO level = 0.8205 eV
Max |F| = 0.95 eV/Å
HOMO-LUMO gap = 10.522 eV

Geometry (Å):
O: 0.285 0.715 -1.637
C: 0.238 -0.210 -0.868
C: 1.429 -0.837 -0.251
C: 2.757 -0.576 -0.921
C: 2.441 0.117 0.353
N: -0.997 -0.769 -0.497
C: -1.298 -1.607 0.539
C: -2.645 -1.823 0.506
C: -3.096 -1.070 -0.601
N: -2.107 -0.442 -1.179
H: 1.291 -1.798 0.219
H: 2.732 -0.001 -1.835
H: 3.479 -1.381 -0.915
H: 2.939 -0.185 1.261
H: 2.188 1.166 0.307
H: -0.561 -1.954 1.233
H: -3.231 -2.428 1.165
H: -4.096 -0.978 -0.977
C: -1.841 2.737 -0.123
O: -1.366 2.160 0.809
H: -2.186 2.215 -1.024
H: -1.952 3.834 -0.140